(1)
ORCA calculation (ωB97M-V/def2-TZVPD) on a structure of composition C30H30N7O2PdSe.

ΔE to the lowest compared entry with this formula, charge and spin (kcal/mol): 17.3
Net charge: +1
HOMO level (alpha / beta) (eV): -9.73 / -9.73
LUMO energy (alpha / beta) (eV): -3.8 / -3.8
Orbital gap (alpha / beta) (eV): 6.0 / 6.0
Total energy (eV): -114944.6965

Element x y z (Å)
Pd 0.586 -0.655 0.419
C 3.982 3.338 -1.417
C 4.058 3.207 -0.038
C 3.572 2.060 0.577
C 3.022 1.041 -0.194
C 2.947 1.168 -1.574
C 3.426 2.318 -2.179
N 2.491 -0.117 0.435
C 3.245 -0.946 1.158
C 4.670 -0.863 1.318
C 5.324 -1.803 2.050
C 4.662 -2.901 2.681
C 3.318 -3.039 2.523
C 2.617 -2.065 1.769
N 1.274 -2.134 1.501
N 0.531 -3.114 1.838
C -0.795 -2.926 1.380
C -1.712 -3.949 1.549
C -2.998 -3.761 1.067
C -3.330 -2.565 0.444
C -2.361 -1.581 0.318
N -1.117 -1.761 0.769
H 4.362 4.228 -1.900
H 4.500 3.991 0.562
H 3.634 1.952 1.654
H 2.511 0.364 -2.156
H 3.370 2.413 -3.255
H 5.216 -0.064 0.837
H 6.399 -1.727 2.150
H 5.232 -3.613 3.259
H 2.764 -3.859 2.955
H -1.405 -4.862 2.036
H -3.735 -4.543 1.181
H -4.323 -2.378 0.066
H -2.563 -0.616 -0.124
C -2.012 -3.440 -3.690
N -2.018 -2.072 -3.217
C -1.001 -1.435 -2.595
Se 0.625 -2.166 -2.112
N -1.413 -0.175 -2.338
C -2.709 0.009 -2.791
C -3.573 1.090 -2.735
C -4.829 0.910 -3.291
C -5.209 -0.302 -3.877
C -4.346 -1.386 -3.923
C -3.092 -1.201 -3.363
H -1.072 -3.898 -3.390
H -2.100 -3.459 -4.776
H -2.845 -3.981 -3.242
H -0.867 0.478 -1.774
H -3.283 2.026 -2.282
H -5.534 1.729 -3.277
H -6.196 -0.396 -4.305
H -4.636 -2.321 -4.377
O 0.091 1.331 -0.418
C -0.559 1.568 0.661
O -1.760 1.377 0.874
C 0.225 2.268 1.770
N -0.585 2.051 3.030
C -0.791 3.380 3.689
C -0.859 4.325 2.503
C 0.240 3.796 1.579
H 1.226 1.847 1.871
H -0.185 1.339 3.639
H -1.485 1.695 2.627
H 0.077 3.580 4.315
H -1.684 3.332 4.307
H -0.683 5.353 2.807
H -1.839 4.269 2.029
H 1.212 4.189 1.880
H 0.093 4.054 0.533

Forces on the atoms, in the same order (eV/Å):
0.791 -0.427 -0.295
-0.009 -0.026 -0.016
-0.019 -0.043 -0.032
0.026 0.151 -0.066
-0.043 -0.220 0.197
0.030 0.032 -0.050
0.011 0.012 0.026
0.219 0.403 0.152
0.526 -0.146 -0.026
-0.336 0.120 -0.111
0.010 -0.276 0.181
-0.066 0.209 -0.156
0.087 0.114 -0.021
-0.388 -0.217 -0.006
-0.250 -0.283 0.156
-0.346 0.550 -0.370
0.744 -0.044 0.200
-0.178 0.145 -0.090
0.080 0.003 0.008
0.088 0.136 -0.011
-0.025 -0.233 0.187
-0.367 -0.027 0.062
0.006 0.028 -0.003
0.017 0.035 0.006
0.008 -0.054 0.001
-0.012 0.021 0.035
0.010 0.026 -0.031
-0.024 0.007 0.001
0.018 0.016 0.006
0.005 -0.027 0.002
0.003 -0.018 0.001
0.034 -0.011 0.020
-0.025 -0.009 -0.011
-0.040 -0.019 -0.004
-0.067 -0.038 0.019
0.049 -0.039 0.059
0.043 0.073 -0.095
0.043 -0.111 0.115
-0.016 0.162 -0.057
0.076 -0.027 -0.080
-0.045 -0.027 0.009
-0.017 -0.057 -0.031
-0.047 -0.011 -0.023
0.022 0.020 0.010
0.033 0.111 0.038
-0.081 -0.032 -0.001
-0.049 0.000 -0.027
-0.001 -0.018 -0.005
0.017 -0.018 -0.029
0.052 0.084 -0.052
0.031 0.047 0.025
-0.024 0.019 0.002
-0.038 0.008 -0.010
-0.015 -0.048 -0.017
-0.453 -0.513 0.522
0.050 0.312 -0.454
-0.347 0.008 0.063
0.209 0.087 0.136
0.007 -0.009 -0.151
-0.040 -0.078 0.100
0.014 0.026 0.006
0.137 -0.014 0.015
-0.177 0.008 0.025
-0.007 0.070 -0.025
0.097 -0.003 0.010
0.000 0.006 0.006
0.006 0.063 -0.001
-0.038 0.028 -0.008
0.003 -0.023 -0.008
-0.004 -0.013 -0.024
-0.009 0.021 -0.004


(2)
ORCA calculation (ωB97M-V/def2-TZVPD) on the ion C4H7BFO3 with charge -1.

ΔE to the lowest compared entry with this formula, charge and spin (kcal/mol): 104.5
Net charge: -1
HOMO level (eV): -3.65
LUMO energy (eV): 3.2
Orbital gap (eV): 6.9
Total energy (eV): -13796.5770

Element x y z (Å)
O 2.744 -1.515 0.738
C 2.743 -0.375 -0.007
F 4.019 0.278 -0.483
C 1.349 0.379 -0.425
C -0.021 -0.345 0.146
C -0.932 1.000 0.544
O -2.197 0.310 0.839
B -2.260 -0.754 -0.224
O -0.934 -0.868 -0.923
H 1.306 0.407 -1.613
H 1.360 1.485 -0.045
H 0.069 -1.077 1.074
H -0.426 1.677 1.365
H -1.087 1.472 -0.516
H -2.572 -1.712 0.416
H -3.160 -0.363 -0.886

Forces on the atoms, in the same order (eV/Å):
1.020 8.499 -5.617
-0.781 -5.462 3.756
-3.305 -1.892 1.359
0.642 -0.840 -0.743
-1.112 2.109 -0.624
-0.583 -2.753 -0.707
2.947 2.394 0.575
-0.523 0.246 0.668
2.328 0.876 2.392
0.147 -0.097 2.516
0.360 -2.108 -0.684
0.181 1.536 -2.054
-1.415 -1.205 -1.374
0.703 0.003 1.914
-0.086 -1.159 0.071
-0.523 -0.147 -1.447


(3)
ORCA calculation (ωB97M-V/def2-TZVPD) on the molecule C3H6N2O.

ΔE to the lowest compared entry with this formula, charge and spin (kcal/mol): 49.2
HOMO level (eV): -10.54
LUMO energy (eV): 0.2
Orbital gap (eV): 10.8
Total energy (eV): -8234.5671

Element x y z (Å)
N 2.425 -1.126 -0.702
C 1.468 -0.489 -0.832
C 0.362 -0.153 0.149
N 0.463 1.171 0.696
C -0.965 -0.450 -0.507
O -2.011 -0.440 0.422
H 0.511 -0.862 0.972
H 1.277 1.255 1.298
H 0.569 1.844 -0.057
H -1.099 0.274 -1.325
H -0.909 -1.451 -0.947
H -2.010 0.442 0.819

Forces on the atoms, in the same order (eV/Å):
0.428 0.307 -1.463
0.751 -1.105 1.911
-0.198 -0.064 -0.092
-0.121 0.345 -0.141
0.068 0.019 -0.292
-0.171 0.323 0.049
-0.092 0.110 -0.215
-0.188 -0.010 -0.112
-0.058 0.121 0.158
-0.219 -0.069 0.029
-0.133 0.171 0.071
-0.068 -0.148 0.098


(4)
ORCA calculation (ωB97M-V/def2-TZVPD) on a cluster of 2 separate species, C28H29N5O3S in total.

ΔE to the lowest compared entry with this formula, charge and spin (kcal/mol): 27.2
HOMO level (eV): -7.30
LUMO energy (eV): -2.0
Orbital gap (eV): 5.3
Total energy (eV): -53935.4099

Element x y z (Å)
C 1.895 3.738 0.738
N 1.628 2.356 0.418
C 2.614 1.505 0.003
O 3.787 1.817 -0.201
C 1.984 0.123 -0.176
C 2.660 -0.941 0.712
C 4.077 -1.177 0.323
C 4.583 -1.577 -0.907
N 5.965 -1.561 -0.854
C 6.378 -1.175 0.417
C 7.658 -0.997 0.931
C 7.766 -0.561 2.262
C 6.617 -0.282 3.026
C 5.331 -0.449 2.493
C 5.209 -0.924 1.188
N 0.575 0.385 0.143
C -0.361 -0.573 0.048
C -1.698 -0.346 0.355
C -2.744 -1.215 0.091
C -4.081 -1.003 0.578
C -5.022 -2.062 0.559
C -6.338 -1.860 0.955
C -6.756 -0.595 1.403
C -5.830 0.453 1.480
C -4.510 0.252 1.089
C 0.299 1.777 0.560
C -0.151 1.879 2.032
C -0.698 2.513 -0.357
H 2.955 3.939 0.578
H 1.293 4.396 0.102
H 1.636 3.940 1.784
H 2.079 -0.178 -1.238
H 2.640 -0.605 1.762
H 2.073 -1.873 0.647
H 4.037 -1.838 -1.807
H 6.587 -1.800 -1.623
H 8.521 -1.206 0.301
H 8.751 -0.433 2.711
H 6.730 0.069 4.053
H 4.423 -0.222 3.054
H -0.027 -1.553 -0.310
H -1.951 0.620 0.777
H -2.524 -2.162 -0.409
H -4.675 -3.045 0.230
H -7.044 -2.693 0.937
H -7.790 -0.433 1.714
H -6.130 1.431 1.863
H -3.805 1.082 1.154
H 0.629 1.471 2.690
H -0.317 2.935 2.279
H -1.077 1.334 2.222
H -0.293 2.560 -1.378
H -1.679 2.031 -0.405
H -0.838 3.532 0.028
C -2.649 -0.318 -2.659
C -2.394 -1.436 -3.488
O -1.307 -2.010 -3.644
N -3.542 -1.956 -4.171
C -4.838 -1.500 -4.110
S -6.131 -2.232 -4.889
N -4.951 -0.371 -3.329
C -3.926 0.277 -2.573
O -4.233 1.258 -1.876
H -1.809 0.189 -2.207
H -3.381 -2.751 -4.784
H -5.876 0.051 -3.296

Forces on the atoms, in the same order (eV/Å):
-0.273 0.254 0.083
0.488 -0.378 -0.100
1.022 0.650 -0.333
-1.670 -0.563 0.348
0.398 0.158 -0.417
-0.472 -0.103 0.164
0.862 -0.309 -0.797
-0.146 0.491 1.292
0.071 -0.099 0.058
-0.640 0.041 -0.102
0.087 0.082 0.563
-0.198 -0.208 -0.652
-0.558 -0.054 -0.101
0.575 -0.035 0.160
0.278 -0.027 -0.897
-0.915 -1.404 -0.006
0.568 0.852 -0.172
-0.696 -0.050 0.236
1.033 -0.081 0.215
-1.074 0.384 0.233
0.375 0.296 -0.241
-0.089 0.158 0.216
0.477 -0.179 -0.084
0.104 -0.165 0.077
0.048 -0.316 -0.278
-0.102 0.556 0.274
0.215 -0.147 0.067
0.203 -0.130 -0.233
-0.149 -0.131 -0.014
0.193 -0.022 0.066
0.156 0.028 -0.150
-0.090 0.169 0.460
-0.159 -0.128 -0.330
0.106 0.297 0.091
0.278 0.023 0.109
-0.397 0.122 0.457
-0.046 0.108 0.303
-0.265 -0.010 -0.158
-0.015 -0.088 -0.318
0.391 -0.008 0.100
-0.067 0.390 -0.008
-0.005 -0.539 -0.106
-0.081 0.180 0.182
-0.255 0.266 -0.007
0.231 0.291 -0.043
0.320 -0.079 -0.139
0.055 -0.350 -0.192
-0.343 -0.207 -0.116
-0.178 0.120 -0.141
0.042 -0.302 -0.017
0.193 0.181 0.041
-0.136 0.030 0.253
0.203 0.222 -0.064
0.040 -0.268 -0.169
-0.237 -0.039 -0.212
0.078 -0.270 -0.095
-0.671 0.251 0.055
-0.326 -0.243 -0.194
0.944 0.602 0.530
0.556 0.334 0.301
-0.442 -0.216 -0.209
-0.094 0.052 0.209
0.012 -0.428 -0.414
-0.136 -0.086 -0.068
-0.014 0.238 0.315
0.339 -0.164 0.118


(5)
ORCA calculation (ωB97M-V/def2-TZVPD) on a structure of composition C13H22AlBeBrCl4F4MgNO15PS.

HOMO level (eV): -7.77
LUMO energy (eV): -5.1
Orbital gap (eV): 2.7
Total energy (eV): -209589.6012

Element x y z (Å)
C -2.814 -1.951 -1.308
C -1.604 -2.382 -0.498
C -0.862 -1.127 -0.145
O -0.263 -0.827 1.056
C 0.806 -1.719 1.641
C 2.133 -1.801 0.869
O 2.666 -3.097 1.039
C 2.763 -3.836 -0.162
S 3.664 -5.338 0.296
O 1.146 -1.189 2.847
C 0.137 -1.211 3.870
H -3.428 -2.825 -1.516
H -3.450 -1.283 -0.719
H -2.520 -1.504 -2.256
H -0.970 -3.042 -1.089
H -1.970 -2.946 0.358
H -0.111 -0.898 -0.938
H -1.605 -0.317 -0.236
H 0.423 -2.735 1.796
H 2.049 -1.604 -0.212
H 2.827 -1.110 1.353
H 1.759 -4.109 -0.497
H 3.313 -3.299 -0.936
H 4.123 -5.654 -0.919
H 0.682 -1.093 4.802
H -0.370 -2.179 3.861
H -0.552 -0.386 3.719
C -3.845 0.705 -5.133
Cl -5.263 1.624 -5.504
Cl -4.190 -1.055 -5.188
Cl -2.584 1.012 -6.409
Cl -3.138 1.162 -3.316
O -1.240 4.026 -5.871
P -1.293 4.679 -7.253
O -2.766 4.915 -7.575
O -0.661 3.711 -8.251
O -0.550 5.998 -7.337
Be -2.544 1.238 -1.153
Al 0.810 0.539 0.058
C 3.899 1.194 5.610
C 2.627 1.653 4.996
O 2.760 3.079 4.485
C 3.327 3.241 3.382
O 3.810 2.266 2.706
C 3.364 4.715 2.907
F 3.712 5.501 3.911
F 2.153 5.055 2.474
F 4.240 4.856 1.914
H 4.220 1.864 6.417
H 3.718 0.191 5.997
H 4.702 1.142 4.877
H 1.812 1.684 5.711
H 2.331 0.994 4.179
N -4.190 -3.961 -4.130
O -4.935 -3.242 -3.441
O -3.522 -4.862 -3.636
O -4.103 -3.715 -5.379
Br 3.509 2.128 0.785
Mg -3.319 -0.941 -7.446
C -2.501 1.724 1.545
O -3.001 2.615 2.194
O -3.041 1.552 0.179
O -1.599 0.907 1.778
H -3.716 2.250 0.157
F 3.031 -0.981 4.680

Forces on the atoms, in the same order (eV/Å):
-0.270 -0.797 -0.099
-0.138 -0.469 0.089
-0.644 0.333 -1.231
2.287 -1.006 1.056
0.521 -0.726 1.590
0.016 -0.578 -0.057
0.121 0.293 -0.126
-0.150 -0.425 0.153
0.080 -0.159 0.286
-0.463 0.516 -0.843
0.346 -0.132 0.091
-0.080 0.031 -0.359
0.058 0.170 -0.069
-0.149 0.142 -0.051
-0.013 -0.140 0.064
0.292 0.154 0.329
-0.278 -0.543 -0.774
0.142 -0.024 0.114
-0.556 0.146 -0.585
-0.097 0.163 -0.025
-0.022 0.197 -0.094
-0.002 0.107 -0.235
-0.039 0.104 -0.020
-0.071 0.145 -0.143
0.214 -0.076 -0.053
-0.129 0.035 -0.008
-0.263 -0.027 -0.105
-1.129 -0.373 -2.306
-0.172 -0.009 -0.233
0.171 0.120 -0.425
0.153 0.226 -0.084
1.961 0.327 4.181
-0.156 -0.230 -0.132
-0.056 -0.450 -0.017
-0.047 0.237 0.257
0.227 -0.060 0.214
-0.102 0.082 -0.201
-0.120 -0.244 -2.930
-0.403 0.915 0.673
0.847 0.978 0.652
-0.508 -1.335 0.447
0.577 -0.064 -0.553
-0.715 0.380 0.209
0.028 -0.260 -0.840
0.140 0.228 -0.205
-0.049 -0.140 -0.051
0.057 -0.098 0.014
-0.059 -0.030 0.124
-0.112 0.076 -0.042
-0.045 -0.090 -0.323
-0.042 -0.237 -0.030
0.000 0.508 -0.004
0.233 0.063 -0.196
0.072 0.340 -0.350
-0.052 -0.013 0.143
0.110 -0.151 0.114
0.067 0.217 -0.073
0.184 0.275 1.362
-0.265 -0.330 0.520
2.346 -0.005 4.155
-0.533 -0.361 -1.452
-1.671 0.953 -0.171
-0.830 0.998 -1.093
-0.480 0.161 -0.109
-0.341 -0.040 -0.141


(6)
ORCA calculation (ωB97M-V/def2-TZVPD) on a structure of composition C3H3HgLiO3.

ΔE to the lowest compared entry with this formula, charge and spin (kcal/mol): 72.9
HOMO level (alpha / beta) (eV): -6.96 / -6.96
LUMO energy (alpha / beta) (eV): -0.3 / -2.9
<S²>: 2.01
2S+1: 3
Orbital gap (alpha / beta) (eV): 6.6 / 4.0
Total energy (eV): -13675.7264

Element x y z (Å)
C -0.288 -1.220 -0.434
C -0.020 0.116 0.182
O -0.797 1.100 -0.475
O -0.081 -2.297 0.037
H 1.062 0.312 0.091
H -0.257 0.048 1.257
O 0.091 2.586 0.898
C -0.703 2.387 -0.044
Li 0.424 -4.134 -0.396
Hg -0.810 5.067 0.754
H 1.380 -3.965 -1.869

Forces on the atoms, in the same order (eV/Å):
-0.150 -1.333 0.153
0.679 0.017 0.905
-1.340 1.489 -1.153
-0.231 1.422 -0.204
-0.289 0.019 -0.063
-0.032 0.188 -0.300
-2.667 0.002 -3.080
4.249 -2.942 3.966
0.424 0.224 -0.750
-0.370 1.164 -0.006
-0.273 -0.249 0.531


(7)
ORCA calculation (ωB97M-V/def2-TZVPD) on a structure of composition C3H2O3Pd.

ΔE to the lowest compared entry with this formula, charge and spin (kcal/mol): 0.0
Net charge: +1
HOMO level (alpha / beta) (eV): -13.53 / -14.75
LUMO energy (alpha / beta) (eV): -4.7 / -7.8
<S²>: 3.77
2S+1: 4
Orbital gap (alpha / beta) (eV): 8.8 / 6.9
Total energy (eV): -12746.3794

Element x y z (Å)
O 2.172 -0.569 0.081
C 1.014 -1.143 -0.029
C -0.109 -0.386 0.154
O -0.006 1.076 0.128
Pd 1.625 1.103 0.212
H 0.937 -2.205 -0.286
C -1.235 0.216 -0.368
O -2.492 0.285 -0.022
H -2.827 -0.497 0.444

Forces on the atoms, in the same order (eV/Å):
1.037 -7.704 -0.059
0.667 -1.910 -0.240
-1.359 -0.500 -0.752
-13.853 -0.361 1.317
14.280 10.972 0.616
0.099 0.286 0.074
-1.967 -1.499 -0.946
0.942 0.786 -0.350
0.154 -0.069 0.341


(8)
ORCA calculation (ωB97M-V/def2-TZVPD) on the molecule C6H8.

ΔE to the lowest compared entry with this formula, charge and spin (kcal/mol): 67.1
HOMO level (eV): -8.99
LUMO energy (eV): 1.2
Orbital gap (eV): 10.2
Total energy (eV): -6347.8737

Element x y z (Å)
C 1.252 0.127 1.402
C 1.650 -0.598 0.379
C 1.314 -1.104 -0.777
C -0.214 -0.611 -0.998
C -0.527 0.668 -0.268
C -1.742 0.848 0.245
H 0.672 -0.334 2.194
H 1.557 1.156 1.541
H 1.947 -1.776 -1.385
H -0.920 -1.381 -0.640
H -0.526 -0.367 -2.028
H 0.091 1.532 -0.514
H -2.197 1.831 0.287
H -2.358 0.008 0.561

Forces on the atoms, in the same order (eV/Å):
1.033 -0.385 0.601
-0.396 0.196 0.039
-0.911 0.519 0.169
0.863 -0.539 -0.160
-0.920 0.101 -1.110
-0.034 0.102 0.035
0.192 -0.011 0.141
-0.006 0.000 -0.025
-0.888 0.455 0.236
0.402 0.034 -0.188
0.571 -0.467 0.059
-0.122 -0.142 -0.062
0.231 0.076 0.639
-0.017 0.060 -0.375


(9)
ORCA calculation (ωB97M-V/def2-TZVPD) on the molecule C5H5NO2.

ΔE to the lowest compared entry with this formula, charge and spin (kcal/mol): 70.6
HOMO level (eV): -8.89
LUMO energy (eV): 0.7
Orbital gap (eV): 9.6
Total energy (eV): -10848.2544

Element x y z (Å)
O -2.637 -1.254 0.022
C -1.864 -0.340 -0.073
O -2.083 0.985 -0.008
C -0.781 1.699 -0.053
C 0.224 0.839 -0.116
N -0.523 -0.370 -0.401
C 0.722 -1.249 -0.005
C 1.558 0.085 0.000
H -0.801 2.757 0.142
H 0.642 -1.753 0.923
H 1.108 -1.753 -0.874
H 2.065 0.024 1.069
H 2.371 0.331 -0.627

Forces on the atoms, in the same order (eV/Å):
-0.199 0.548 0.210
1.616 -0.413 -0.745
1.090 2.332 -0.070
-0.995 0.786 1.203
-2.295 -2.182 -1.098
3.715 -2.420 1.486
-0.541 2.501 -3.245
-0.524 -0.162 4.727
-0.465 -0.067 -0.013
-0.067 -0.570 0.627
-0.562 -1.317 0.082
-1.148 1.169 -1.841
0.376 -0.207 -1.324